The following is a DFT calculation (ωB97M-V with the def2-TZVPD basis set) of a gas-phase ion, C2H6N3 (charge +1).

HOMO-LUMO gap   9.61 eV
LUMO level   -4.193 eV
Molecular weight   72.1 u
SMILES   NC(N)=C=[NH2+]
Net charge   +1
Energy relative to the best compared isomer or geometry (same formula, charge and spin)   194.8 kJ/mol

```
11
C2H6N3 ωB97M-V with the def2-TZVPD basis set
N 0.68119 -0.97626 0.86332
C 0.33539 -0.14666 -0.19170
N 1.34601 0.44565 -0.83560
C -1.04015 -0.14803 -0.34895
N -1.95117 0.64182 0.02493
H 1.55849 -1.06442 1.29924
H 0.21632 -1.78598 1.18000
H 1.16057 0.68807 -1.81518
H 2.27268 0.45520 -0.50083
H -2.89595 0.30997 -0.09344
H -1.68337 1.58065 0.41820
```